No. 1
{
  "formula": "C4H9O2",
  "method": "ωB97M-V with the def2-TZVPD basis set",
  "total_charge": -1,
  "e_homo_ha": -0.128,
  "symbols": ["O", "H", "H", "H", "H", "H", "H", "C", "C", "C", "H", "H", "O", "C", "H"],
  "coordinates": [[1.017340, 1.382790, 2.167452], [-0.332721, 3.521125, 0.580243], [-0.818195, -0.629529, -1.067842], [1.221571, -2.325939, -1.707065], [-0.995814, 2.102075, -0.343648], [0.655868, 2.683264, -0.382250], [-1.195236, -2.143640, -1.391379], [-0.007577, 1.632237, 1.522059], [-0.540084, -1.577016, -0.701391], [-0.148457, 2.521473, 0.268549], [1.493058, -1.415089, -0.104181], [0.869996, -2.993687, -0.131901], [-1.142484, 1.086848, 1.720191], [0.956314, -2.085287, -0.607809], [-1.033580, -1.759625, 0.178971]],
  "forces_ev_per_a": [[1.00, 0.91, -0.27], [-0.84, 0.99, 0.46], [0.73, 1.78, 0.14], [0.45, 0.69, 1.83], [0.75, 0.69, 0.77], [1.86, -0.39, -0.86], [0.79, -0.70, -0.15], [-2.12, -1.94, -0.38], [0.46, -1.73, -1.92], [-0.97, -0.62, -0.21], [2.60, 2.56, 1.68], [0.26, -2.06, 1.28], [0.32, 0.29, 0.46], [-4.35, -0.67, -5.37], [-0.96, 0.19, 2.54]],
  "lowdin_charge": [-0.09, 0.04, 0.04, 0.09, 0.07, 0.02, 0.06, -0.79, -0.14, -0.07, 0.01, 0.02, -0.16, -0.10, 0.02]
}

***

No. 2
{
  "formula": "C4H9O2",
  "method": "ωB97M-V with the def2-TZVPD basis set",
  "total_charge": 1,
  "e_homo_ha": -0.619,
  "symbols": ["H", "H", "H", "H", "C", "H", "H", "C", "H", "H", "O", "C", "H", "C", "O"],
  "coordinates": [[-0.520173, 0.402674, -1.846322], [1.940944, 1.412382, 0.719076], [-1.813397, -0.082757, 0.876264], [-0.683383, -1.067166, 1.968790], [-0.172981, -0.532522, -1.400956], [0.740618, -0.560568, -1.938119], [1.455393, -0.947459, 1.311739], [1.051018, 1.952119, 0.331071], [-0.855943, -1.313881, -1.687487], [-1.272176, -1.678388, 0.423857], [1.351075, -0.532169, 0.437141], [0.141493, -0.278659, 0.055636], [1.248244, 3.035693, 0.156465], [-0.965821, -0.725576, 0.920525], [0.022501, 1.419238, 0.030946]],
  "forces_ev_per_a": [[-0.79, -0.12, 0.19], [-0.69, -0.07, -0.16], [-0.58, 0.54, 0.21], [-0.27, 1.03, -1.11], [0.62, 2.17, -0.73], [1.14, -0.90, -0.48], [-0.35, 0.33, -0.14], [2.93, 2.37, 0.30], [0.00, -0.39, 0.46], [-0.05, 0.60, 0.56], [2.02, -0.90, 0.18], [-2.41, -0.98, -0.63], [-0.82, -0.54, 0.19], [0.06, -2.53, 1.16], [-0.80, -0.62, -0.01]],
  "lowdin_charge": [0.11, 0.14, 0.10, 0.13, 0.04, 0.10, 0.17, 0.11, 0.11, 0.12, 0.11, -0.52, 0.15, 0.03, 0.10]
}

***

So what do the calculations give for energy above the lowest of the compared OMol25 structures with the same formula, charge and spin? Going down the list: 1.360 0.925 eV.